[1]
ORCA calculation (ωB97M-V with the def2-TZVPD basis set) on a structure of composition C26H18BrCl5NO9PS2W.

## Properties
molecular weight	1024.5	Da
total charge	+2
energy relative to the best compared isomer or geometry (same formula, charge and spin)	3.262	eV
frontier orbital gap	5.91	eV
LUMO energy	-8.410	eV
F_max	1.0	eV/A
HOMO level	-14.32	eV

XYZ file:
```
64
Properties=species:S:1:pos:R:3:forces:R:3:lowdin_charge:R:1
W 0.542336 -0.172126 0.060034 0.3 -0.2 -0.4 1.85
Cl 7.509272 1.988476 -0.720758 0.0 0.0 0.0 0.78
C 5.922217 1.383445 -0.784436 0.0 0.0 0.0 -0.67
C 4.865122 2.177612 -0.313143 -0.1 -0.1 0.0 -0.68
Cl 5.141575 3.741300 0.308048 0.0 0.0 0.0 0.77
C 3.579332 1.662228 -0.355916 0.0 0.0 0.0 -0.55
Cl 2.201156 2.547419 0.184954 0.2 0.1 0.0 0.85
C 3.351220 0.388280 -0.868745 0.0 0.1 0.0 -0.40
O 2.073907 -0.058904 -0.899932 0.5 0.5 0.1 -0.37
C 4.384370 -0.397750 -1.358132 0.0 0.0 0.0 -0.60
Cl 4.011788 -1.941462 -1.985270 0.0 0.0 0.0 0.80
C 5.685242 0.102702 -1.304938 -0.1 0.0 0.0 -0.68
Cl 6.977135 -0.848052 -1.875611 0.0 0.0 0.0 0.78
Br 1.459450 0.595409 -3.806942 0.1 0.0 -0.1 0.97
C 0.258775 -0.801640 -3.437094 0.1 0.1 -0.2 -0.66
C -0.179021 -1.564856 -4.519283 -0.1 0.0 0.0 -0.05
C -0.897319 -2.720614 -4.283820 0.0 0.1 0.1 0.02
C -1.073250 -3.140685 -2.965175 0.0 0.1 0.0 0.06
C -0.589297 -2.325189 -1.972716 -0.1 -0.1 0.1 -0.19
N -0.018675 -1.122891 -2.180772 0.0 0.1 0.3 0.01
C -0.467321 -2.776200 -0.550454 -0.4 -0.2 -0.2 -0.45
O -1.097530 -3.598865 0.013705 0.4 0.1 -0.1 0.24
O 0.577188 -2.051980 0.001948 -0.1 0.5 0.2 -0.20
H 0.085293 -1.260265 -5.521432 0.0 0.0 0.0 0.12
H -1.249586 -3.322921 -5.109953 0.0 0.0 0.0 0.14
H -1.530501 -4.085499 -2.708022 0.0 0.0 0.0 0.15
O -1.052455 -0.776603 1.093630 -0.7 -0.3 0.5 -0.44
S -1.183252 0.170808 2.309182 -0.2 0.1 -0.2 0.65
O -2.518045 0.471752 2.656629 0.0 0.0 0.0 -0.18
O -0.383244 1.291732 1.749552 0.2 0.0 -0.2 -0.43
C -0.407685 -0.721571 3.643012 0.0 0.0 0.0 -0.20
C -1.294129 -0.940085 4.691983 0.1 0.0 0.0 -0.02
C -0.922958 -1.704652 5.792056 -0.1 0.0 0.0 -0.01
C 0.331793 -2.270244 5.847652 0.1 0.0 0.0 0.00
C 1.235373 -2.050696 4.813220 0.0 0.0 0.0 -0.02
C 0.889123 -1.283711 3.715328 0.0 0.0 0.0 -0.21
S 2.269455 -1.082566 2.610538 0.0 -0.3 0.3 0.63
O 3.301233 -0.399634 3.297339 -0.1 0.2 -0.1 -0.19
O 2.543643 -2.260349 1.864286 -0.1 0.0 0.2 -0.22
O 1.582870 -0.019138 1.605761 0.5 -0.4 -0.3 -0.50
H -2.285588 -0.518078 4.640419 0.0 0.0 0.0 0.12
H -1.630293 -1.857537 6.595081 0.0 0.0 0.0 0.13
H 0.627590 -2.869205 6.697752 0.0 0.0 0.0 0.13
H 2.232508 -2.466484 4.870481 0.0 0.0 0.0 0.14
C -0.860714 2.455715 -2.613443 0.1 -0.2 0.0 -0.26
P -0.983099 1.845551 -0.908465 -0.4 0.0 -0.1 0.91
C -0.788718 3.429325 -0.028999 0.1 -0.1 0.0 -0.24
C -2.723192 1.321822 -0.812696 0.1 0.1 0.1 -0.36
C -3.715259 2.307134 -0.788102 0.0 0.0 0.1 -0.07
C -5.053269 1.953616 -0.824811 0.0 0.0 0.0 -0.04
C -5.422788 0.618104 -0.893185 0.0 0.0 0.0 -0.03
C -4.447241 -0.365400 -0.932985 0.0 0.0 0.0 -0.04
C -3.107208 -0.014498 -0.893397 0.1 -0.1 -0.1 -0.10
H -1.592696 3.265132 -2.648931 0.0 0.0 0.0 0.07
H -1.142941 1.699341 -3.341447 0.0 0.0 0.0 0.04
H 0.125126 2.853542 -2.839436 0.0 0.0 0.0 0.02
H -1.704901 3.991387 -0.203257 0.0 0.0 0.0 0.06
H 0.032688 3.978394 -0.488563 0.0 0.0 0.0 0.04
H -0.630452 3.334977 1.037097 0.0 0.0 0.0 0.05
H -3.469021 3.358238 -0.740038 0.0 0.0 0.0 0.10
H -5.807703 2.726783 -0.798020 0.0 0.0 0.0 0.12
H -6.468330 0.346292 -0.914914 0.0 0.0 0.0 0.12
H -4.726235 -1.408499 -0.984695 0.0 0.0 0.0 0.12
H -2.372861 -0.807669 -0.921759 -0.1 0.1 0.0 0.07
```
Forces are in eV/Å.

[2]
ORCA calculation (ωB97M-V with the def2-TZVPD basis set) on a structure of composition C26H18BrClN3O4PtS2Te.

## Properties
molecular weight	938.6	Da
total charge	-1
energy relative to the best compared isomer or geometry (same formula, charge and spin)	0.373	eV
2S+1	5
frontier orbital gap (spin up / spin down)	7.32 / 5.37	eV
LUMO energy (spin up / spin down)	1.933 / -0.370	eV
expectation value of S²	6.022
F_max	0.7	eV/A
HOMO level (spin up / spin down)	-5.38 / -5.74	eV

XYZ file:
```
57
Properties=species:S:1:pos:R:3:forces:R:3:mulliken_spin:R:1
Pt -0.133064 0.519144 -0.517293 0.1 0.4 -0.4 1.38
Cl 3.108630 -4.698049 -4.778808 0.0 0.0 0.0 0.00
C 2.078322 -3.949385 -3.585291 0.0 0.0 0.0 0.01
C 0.715299 -4.269400 -3.555500 0.1 0.0 0.0 0.00
C -0.107737 -3.691798 -2.629110 0.0 0.1 0.1 0.03
C 0.375280 -2.764294 -1.662946 0.2 -0.2 -0.2 0.01
O -0.448719 -2.239038 -0.830779 -0.3 0.1 0.0 0.08
C 1.765913 -2.461225 -1.715669 0.0 0.0 -0.2 -0.03
C 2.391801 -1.506632 -0.836693 -0.1 -0.2 0.1 0.04
O 1.893171 -1.019300 0.172834 0.2 0.2 0.0 0.02
C 2.587055 -3.047411 -2.694899 -0.1 0.0 0.0 -0.01
H 0.319766 -4.966746 -4.281103 0.0 0.0 0.0 0.00
H -1.165376 -3.916389 -2.613180 0.0 0.0 0.0 0.00
H 3.421726 -1.214560 -1.113296 0.0 -0.1 0.0 0.00
H 3.633370 -2.774586 -2.734952 0.1 0.0 0.0 0.00
S 1.368803 2.296266 -0.192387 -0.2 -0.2 0.0 0.54
C 0.191805 3.338259 -0.957046 -0.1 0.1 0.1 0.03
S -1.381298 2.639348 -0.992669 0.0 -0.2 0.0 0.37
C 0.524809 4.557140 -1.483413 0.0 -0.1 0.1 0.02
C -0.448822 5.376464 -2.123140 0.0 0.0 0.1 -0.02
N -1.232240 6.049101 -2.628874 -0.1 0.1 -0.1 0.03
C 1.851812 5.067111 -1.387586 0.0 0.0 0.0 -0.02
N 2.918547 5.489888 -1.305985 0.1 0.1 0.0 0.02
Br -4.998201 -1.287075 -0.768493 0.0 0.0 0.0 0.00
C -4.084256 -0.407074 -2.179437 0.0 0.0 0.0 0.00
C -4.790267 0.372702 -3.078086 0.0 0.0 0.1 0.00
N -4.197258 0.999172 -4.087707 0.0 0.0 0.0 0.00
C -2.882340 0.870637 -4.213724 0.1 0.0 0.0 0.00
C -2.090423 0.128747 -3.340463 0.0 -0.1 0.0 -0.02
C -2.715849 -0.542884 -2.303389 0.1 -0.1 -0.1 0.03
C -0.599808 0.066892 -3.585432 -0.2 0.4 -0.1 0.01
O -0.196612 -0.087009 -4.719949 0.0 -0.1 -0.1 0.03
O 0.197131 0.270483 -2.578959 0.2 -0.5 0.4 0.24
H -5.862919 0.487352 -2.985606 0.0 0.0 0.0 0.00
H -2.416985 1.386677 -5.043317 0.0 0.0 0.0 0.00
H -2.149412 -1.190331 -1.647114 0.0 0.0 0.1 0.00
C 2.001839 1.517532 6.314451 0.0 0.0 0.0 0.00
C 1.287547 0.885449 5.154343 0.0 0.0 0.0 0.03
C 1.641210 -0.374462 4.695983 0.0 0.0 0.0 -0.01
C 0.987073 -0.972370 3.626190 0.0 0.0 0.0 -0.08
C 1.418755 -2.333066 3.159218 0.0 0.0 0.0 0.07
C -0.050154 -0.275039 3.002792 0.0 0.0 0.0 0.06
Te -1.006152 -1.163730 1.337081 -0.1 0.2 0.1 1.20
C -0.437805 0.992164 3.450722 0.0 0.0 0.0 -0.08
C -1.549085 1.764280 2.804265 0.0 0.0 -0.1 0.06
C 0.243336 1.548621 4.523775 0.0 0.0 0.0 -0.01
H 2.921476 0.983704 6.547443 0.0 0.0 0.0 0.00
H 1.374445 1.511934 7.207538 0.0 0.0 0.0 0.00
H 2.254420 2.555297 6.097539 0.0 0.0 0.0 0.00
H 2.452129 -0.907731 5.177052 0.0 0.0 0.0 0.00
H 2.215189 -2.721091 3.792147 0.0 0.0 0.0 0.00
H 1.783536 -2.289651 2.132057 0.0 0.0 0.0 -0.02
H 0.589577 -3.043761 3.187856 0.0 0.0 0.0 -0.01
H -1.244556 2.157655 1.830817 0.0 0.0 0.0 0.00
H -1.843322 2.606562 3.428303 0.0 0.0 0.0 0.00
H -2.432099 1.142791 2.638434 0.0 0.0 0.0 -0.01
H -0.049025 2.532739 4.871474 0.0 0.0 0.0 0.00
```
Forces are in eV/Å.

Question: What is the formula in the first record?
Answer: C26H18BrCl5NO9PS2W